No. 1
C15H12N6O5 in the gas phase, computed with ωB97M-V/def2-TZVPD.

Cartesian coordinates (Å):
C (-4.021507, -1.311252, -0.189730)
C (-2.586357, -1.740494, -0.204820)
C (-1.553895, -0.780810, -0.218699)
C (-0.244474, -1.256764, -0.248736)
C (0.016526, -2.617686, -0.228139)
C (-0.980294, -3.580116, -0.201759)
C (-2.295934, -3.120311, -0.198873)
N (1.400200, -2.751843, -0.138595)
C (1.976364, -1.544818, -0.105966)
C (3.435370, -1.340786, -0.044341)
N (1.022798, -0.617079, -0.242291)
H (-4.657489, -2.204008, -0.200007)
H (-4.266167, -0.721417, 0.704093)
H (-4.276454, -0.695219, -1.062514)
H (-1.735854, 0.295822, -0.191908)
H (-0.690875, -4.632583, -0.180330)
H (-3.117128, -3.840366, -0.183969)
H (1.909816, -3.627583, -0.101883)
H (3.697034, -0.301076, 0.149036)
H (3.858309, -1.962546, 0.753797)
H (3.884537, -1.694497, -0.982975)
O (-0.663232, 4.764224, 2.481229)
N (-0.773018, 4.378315, 1.304292)
O (-1.489175, 4.975560, 0.467683)
C (-0.086233, 3.187778, 0.837249)
C (-0.356602, 2.738898, -0.473542)
C (0.244254, 1.593724, -0.978112)
N (0.217223, 1.296151, -2.384386)
O (-0.491135, 1.985796, -3.146633)
O (0.941631, 0.358353, -2.804232)
C (1.294516, 0.789516, -0.260149)
C (1.510159, 1.315690, 1.116598)
N (2.522340, 0.933869, 1.900994)
O (2.592398, 1.995895, 2.873733)
N (1.604358, 2.938585, 2.712500)
C (0.924662, 2.512647, 1.604301)
H (-1.008135, 3.337452, -1.112396)
H (2.241464, 0.942970, -0.820531)

Cartesian forces (eV/Å) of the 6 atoms listed first:
-0.43 0.08 0.01
0.61 0.39 0.00
-0.23 -0.29 0.00
0.19 0.28 -0.07
0.05 -0.23 0.21
-0.10 -0.03 -0.04

The calculation puts the max |F| at 3.31 eV/Å. The HOMO energy is -7.76 eV. As for the spin multiplicity: 1.

***

No. 2
A 5-piece molecular cluster, C28H48N3O4S overall, computed with ωB97M-V/def2-TZVPD.

Cartesian coordinates (Å):
N (2.960830, -0.007381, -0.795402)
C (1.989330, 0.933820, -0.207097)
C (1.762052, 2.118635, -1.165440)
C (1.171482, 3.356610, -0.443304)
C (-0.358241, 3.510795, -0.639119)
C (-0.992254, 3.938883, 0.712603)
N (-2.399891, 3.530804, 0.815106)
C (-3.191248, 3.070430, -0.144785)
N (-4.380389, 2.761925, 0.322020)
C (-5.513576, 2.182667, -0.406270)
C (-5.068314, 1.093218, -1.427859)
C (-3.992940, 0.164913, -0.854193)
C (-4.196077, -0.693047, 0.219539)
C (-3.121259, -1.465003, 0.646084)
C (-1.872936, -1.392707, 0.066537)
C (-1.663035, -0.522507, -0.997395)
C (-2.736156, 0.236514, -1.444556)
C (-4.436176, 3.066453, 1.681415)
C (-3.201418, 3.538979, 1.960484)
S (-2.513398, 4.140453, 3.481390)
H (2.551415, -0.426440, -1.624341)
H (3.166524, -0.748160, -0.133429)
H (1.058190, 0.362207, -0.024105)
H (2.365067, 1.273917, 0.767672)
H (2.772022, 2.414083, -1.494264)
H (1.194324, 1.824313, -2.061866)
H (1.644203, 4.301423, -0.786903)
H (1.458541, 3.260654, 0.617358)
H (-0.824342, 2.583934, -1.014026)
H (-0.586912, 4.274788, -1.401142)
H (-0.833075, 4.996288, 0.950438)
H (-0.462268, 3.355330, 1.479630)
H (-2.919920, 2.906166, -1.180547)
H (-6.184359, 1.751241, 0.349334)
H (-6.100552, 2.950436, -0.931768)
H (-4.654980, 1.640592, -2.289710)
H (-5.940270, 0.530795, -1.785079)
H (-5.176876, -0.726414, 0.696044)
H (-3.299853, -2.151039, 1.478106)
H (-1.029866, -1.997760, 0.399637)
H (-0.701184, -0.408948, -1.498018)
H (-2.538298, 0.906504, -2.288409)
H (-5.262819, 2.969249, 2.372311)
H (-1.400068, 3.401739, 3.709092)
C (-3.373056, -5.046121, -1.059453)
C (-1.954381, -5.073408, -1.572550)
O (-1.155879, -4.215219, -1.268277)
C (-1.573678, -6.215014, -2.480580)
H (-3.509247, -4.174729, -0.420978)
H (-4.070810, -4.981700, -1.895917)
H (-3.575933, -5.945684, -0.476097)
H (-2.194203, -6.200914, -3.378065)
H (-1.699263, -7.164701, -1.958237)
H (-0.530665, -6.110834, -2.773515)
C (0.129611, -0.723508, 3.531838)
C (0.776248, -1.829971, 2.733575)
O (1.578198, -1.586818, 1.858971)
C (0.382326, -3.244442, 3.068831)
H (0.504957, 0.238796, 3.184011)
H (-0.953469, -0.750372, 3.395308)
H (0.373473, -0.835182, 4.589385)
H (-0.690451, -3.378514, 2.911907)
H (0.637829, -3.466536, 4.106104)
H (0.922413, -3.933087, 2.420356)
C (5.946889, 4.996617, -2.258419)
C (4.876144, 5.190437, -1.216374)
O (3.700798, 5.074885, -1.489660)
C (5.328368, 5.534032, 0.180390)
H (5.482697, 4.754911, -3.212692)
H (6.527114, 5.913661, -2.371549)
H (6.604224, 4.175308, -1.968788)
H (5.881884, 6.474108, 0.172414)
H (5.959254, 4.735820, 0.574528)
H (4.458154, 5.644896, 0.825332)
C (3.690833, -3.783941, -0.047030)
C (3.573861, -5.143853, 0.596183)
O (3.000899, -5.294259, 1.652001)
C (4.200787, -6.307192, -0.130926)
H (3.196141, -3.045600, 0.583089)
H (4.742750, -3.511696, -0.152164)
H (3.207463, -3.792882, -1.025888)
H (5.273900, -6.143513, -0.241216)
H (3.740748, -6.424102, -1.113540)
H (4.042040, -7.219028, 0.441922)

Cartesian forces (eV/Å) of the 6 atoms listed first:
0.08 0.46 0.12
-0.41 -0.81 -0.58
0.97 0.51 0.60
-0.10 0.27 -0.73
-0.29 0.49 0.53
0.79 -1.17 -0.33

The calculation puts the energy above the lowest of the compared OMol25 structures with the same formula, charge and spin at 0.00 kcal/mol. The calculation puts the max |F| at 2.56 eV/Å. Its total charge is +1. The HOMO energy is -10.80 eV. As for the spin multiplicity: 1.

***

No. 3
CH3NO2 in the gas phase, computed with ωB97M-V/def2-TZVPD.

Cartesian coordinates (Å):
N (0.246432, 0.506891, 1.177030)
C (-0.008647, -0.120372, 0.000193)
O (-0.184114, -1.289266, -0.164295)
O (-0.043988, 0.803828, -1.035831)
H (0.135380, 1.504988, 1.225388)
H (0.015588, 0.012363, 2.021134)
H (0.672461, 0.586298, -1.649049)

Cartesian forces (eV/Å) of the 6 atoms listed first:
-0.27 0.11 0.43
-0.09 0.68 -0.43
0.13 -0.48 0.07
0.50 0.04 0.29
0.08 0.00 -0.21
0.04 -0.20 -0.04

The calculation puts the energy above the lowest of the compared OMol25 structures with the same formula, charge and spin at 7.43 kcal/mol. The calculation puts the max |F| at 0.81 eV/Å. The HOMO energy is -10.68 eV. As for the spin multiplicity: 1.